DFT (ωB97M-V/def2-TZVPD) results for a molecular structure, C30H29N2O3ScSi.

The geometry in ORCA input format:
```
! wB97M-V def2-TZVPD RIJCOSX def2/J DEFGRID3
* xyz 0 1
Sc -0.0417 0.4049 -0.1641
C -2.2519 1.5740 1.7253
C -1.3759 2.6373 1.5764
C -1.1751 3.1922 0.3128
C -1.8005 2.6443 -0.7965
C -2.6700 1.5609 -0.6484
C -2.9112 1.0439 0.6173
H -2.3994 1.1336 2.7014
H -0.8321 3.0271 2.4263
H -0.4923 4.0205 0.1949
H -1.5964 3.0389 -1.7842
H -3.1131 1.1042 -1.5224
H -3.5691 0.1935 0.7311
C 3.6349 4.3660 1.6732
C 3.8890 3.2760 2.4992
C 3.2113 2.0804 2.3453
C 2.2253 1.9433 1.3559
C 2.0232 3.0242 0.4927
C 2.7029 4.2235 0.6598
N 1.4932 0.7604 1.1628
N 2.2778 -0.3314 1.5574
C 1.9479 -1.4786 1.0815
C 2.9393 -2.5428 1.1613
C 2.9119 -3.5454 0.2674
C 1.8599 -3.6420 -0.7360
C 0.8012 -2.8193 -0.7021
C 0.7021 -1.7435 0.3051
H 4.1753 5.2944 1.8017
H 4.6354 3.3555 3.2806
H 3.4224 1.2434 2.9927
H 1.3911 2.9067 -0.3794
H 2.5233 5.0332 -0.0380
H 3.7367 -2.4288 1.8841
H 3.6939 -4.2945 0.2673
H 1.9243 -4.4235 -1.4822
H -0.0305 -2.9345 -1.3884
O -1.7125 -0.0649 -4.6980
C -0.4039 -0.1268 -5.0571
C -0.0329 -0.2822 -6.3898
C 1.3031 -0.3121 -6.7463
C 2.2943 -0.1732 -5.7837
C 1.9267 -0.0077 -4.4622
C 0.5860 0.0043 -4.0786
C 0.2833 0.1407 -2.6354
O -0.7898 -0.2844 -2.1229
O 1.1503 0.6849 -1.8703
H -2.2542 -0.1537 -5.4888
H -0.8029 -0.3778 -7.1475
H 1.5691 -0.4395 -7.7878
H 3.3384 -0.1934 -6.0626
H 2.6725 0.1089 -3.6875
C -4.5037 -1.4929 2.6336
Si -2.7346 -1.9943 3.0133
C -2.1573 -1.0861 4.5478
C -2.7102 -3.8487 3.2733
C -1.5381 -1.6020 1.6718
C -0.4636 -1.7818 1.1108
H -5.1169 -1.8202 3.4781
H -4.8942 -1.9840 1.7402
H -4.6552 -0.4172 2.5316
H -2.7799 -1.3450 5.4074
H -2.2001 -0.0021 4.4220
H -1.1238 -1.3464 4.7812
H -3.3822 -4.1368 4.0850
H -1.7045 -4.1912 3.5213
H -3.0264 -4.3724 2.3694
*
```

Its LUMO energy is 0.28 eV. Its energy is -69282.65190 eV. The energy above the lowest of the compared OMol25 structures with the same formula, charge and spin comes out at 0.0 kJ/mol. As for the frontier orbital gap: 6.71 eV. The value obtained for the HOMO energy is -6.4 eV.

Löwdin population analysis, charges in e, atoms 1 to 2: number 1, Sc, carries 1.1245; number 2, C, carries -0.0796